Arrangement one

# C6H13N4

2 unconnected molecules or ions with the total composition C6H13N4 (ωB97M-V/def2-TZVPD, the OMol25 dataset).

Calculated values
2S+1: 3
Gap between HOMO and LUMO (spin up / spin down) in eV: 4.6 / 9.4
Total charge: +1
Expectation value of S²: 2.01

Last column: Löwdin spin population.
Positions of all 23 atoms, in Å:
C (-0.15, -0.69, 1.62)  0.052
C (0.65, -1.30, -2.41)  0.110
C (-0.28, 2.17, -1.06)  0.129
C (-1.39, -0.76, 3.86)  0.002
C (-0.13, -0.21, -1.71)  0.708
C (0.31, 1.02, -1.68)  0.662
N (0.76, 0.23, 1.11)  0.065
N (0.12, 0.92, 2.94)  0.002
N (-0.51, -0.27, 2.83)  0.023
N (0.88, 1.18, 1.97)  0.007
H (-0.39, -1.64, 1.04)  0.012
H (0.47, -1.17, -3.44)  0.041
H (0.53, -2.27, -2.00)  0.006
H (1.58, -0.88, -2.32)  0.012
H (0.31, 2.61, -0.34)  0.031
H (-0.45, 3.02, -1.76)  0.043
H (-1.22, 2.13, -0.67)  0.001
H (-2.21, 0.02, 3.98)  0.001
H (-1.80, -1.57, 3.33)  0.000
H (-0.98, -0.73, 4.81)  0.000
H (-1.08, -0.50, -1.36)  0.041
H (1.11, 0.18, 0.16)  0.029
H (1.29, 1.41, -2.08)  0.022

Arrangement two

# C6H13N4

2 unconnected molecules or ions with the total composition C6H13N4 (ωB97M-V/def2-TZVPD, the OMol25 dataset).

Calculated values
2S+1: 3
Gap between HOMO and LUMO (spin up / spin down) in eV: 7.4 / 5.4
Total charge: +1
Expectation value of S²: 2.01

Last column: Löwdin spin population.
Positions of all 23 atoms, in Å:
C (-2.58, -0.90, 0.38)  0.079
C (-3.55, 0.03, 0.64)  0.236
C (-2.16, 1.03, -0.71)  0.464
C (-1.63, -0.26, -0.48)  0.235
C (2.62, 0.62, 0.14)  0.002
C (-0.36, -0.53, -0.91)  0.292
N (-3.26, 1.17, 0.02)  0.129
N (-0.12, -2.65, 0.16)  0.142
N (0.27, -1.66, -0.65)  0.338
N (1.45, 1.47, 0.23)  0.011
H (-2.72, -1.92, 0.59)  0.001
H (-4.49, 0.01, 1.27)  0.006
H (-1.69, 1.71, -1.35)  0.023
H (2.38, 0.02, -0.67)  0.000
H (3.60, 1.17, -0.05)  0.001
H (2.79, -0.04, 0.91)  0.000
H (0.33, 0.19, -1.25)  0.010
H (-3.92, 1.91, -0.06)  0.001
H (-0.62, -2.53, 0.99)  0.010
H (0.02, -3.57, -0.06)  0.008
H (1.19, -1.59, -0.90)  0.010
H (1.26, 1.97, -0.60)  0.000
H (1.34, 2.12, 1.13)  0.000

Which of them is the most stable, and which is the least stable? arrangement two and arrangement one, in that order.

Arrangement one

# C3H6BrO2S

A molecular structure, C3H6BrO2S (ωB97M-V/def2-TZVPD, the OMol25 dataset).

Calculated values
Gap between HOMO and LUMO (spin up / spin down) in eV: 7.6 / 7.6
Total charge: -1

Last column: natural (NBO) charge in e.
Positions of all 13 atoms, in Å:
C (-1.46, -0.24, 0.07)  -0.596
C (-0.06, -0.81, 0.30)  -0.525
C (0.99, -0.05, -0.43)  -0.095
O (0.11, 1.92, -1.21)  -1.013
O (0.44, 1.93, 1.25)  -1.031
S (1.09, 1.78, -0.07)  1.490
Br (3.06, -1.36, 0.18)  -0.498
H (-1.53, 0.73, 0.55)  0.246
H (-2.21, -0.91, 0.50)  0.185
H (-1.66, -0.12, -0.99)  0.207
H (0.16, -0.76, 1.37)  0.232
H (-0.03, -1.86, -0.02)  0.212
H (1.09, -0.24, -1.49)  0.187

Arrangement two

# C3H6BrO2S

3 unconnected molecules or ions with the total composition C3H6BrO2S (ωB97M-V/def2-TZVPD, the OMol25 dataset).

Calculated values
Gap between HOMO and LUMO in eV: 6.5
Total charge: -1

Last column: natural (NBO) charge in e.
Positions of all 13 atoms, in Å:
C (0.80, -1.09, -0.34)  -0.680
C (1.32, -0.14, -1.28)  -0.167
C (0.82, 1.09, -1.42)  -0.298
O (-1.35, 0.18, 0.97)  -1.070
O (-1.63, 1.36, 3.19)  -1.010
S (-2.31, 0.67, 2.11)  1.410
Br (1.42, 2.21, -2.80)  -0.018
H (-0.10, -0.65, 0.18)  0.313
H (1.44, -1.47, 0.37)  0.207
H (0.54, -2.02, -0.97)  0.180
H (-2.91, -0.92, 2.88)  -0.293
H (1.98, -0.61, -2.02)  0.182
H (-0.01, 1.39, -0.87)  0.242

Which of them is the most stable, and which is the least stable? arrangement one and arrangement two, in that order.

Arrangement one

# C51H66Cl2N6O4S5SbSn

A molecular structure, C51H66Cl2N6O4S5SbSn (ωB97M-V/def2-TZVPD, the OMol25 dataset).

Calculated values
Gap between HOMO and LUMO in eV: 6.1
Total charge: +1

Last column: Löwdin charge in e.
Positions of all 136 atoms, in Å:
Sn (0.01, -2.03, -0.67)  0.799
S (3.11, -7.14, 3.71)  0.569
C (2.44, -6.03, 2.71)  -1.512
S (3.30, -5.20, 1.46)  0.898
C (1.98, -4.22, 0.87)  -1.138
C (0.80, -4.38, 1.49)  -1.129
S (-0.71, -3.56, 1.13)  0.493
S (0.77, -5.55, 2.79)  0.893
S (2.27, -3.15, -0.48)  0.442
C (-6.87, -2.87, 4.41)  -0.039
C (-5.66, -3.76, 4.10)  -0.509
C (-4.91, -4.04, 5.40)  -0.037
C (-6.21, -5.09, 3.58)  -0.042
C (-4.68, -3.12, 3.04)  -0.424
O (-3.90, -4.16, 2.44)  -0.041
C (-3.67, -2.09, 3.58)  -0.110
C (-4.18, -0.80, 4.20)  -0.135
C (-3.03, 0.12, 4.56)  -0.216
C (-2.16, -0.22, 5.59)  -0.023
C (-1.11, 0.61, 5.94)  -0.091
C (-0.93, 1.80, 5.25)  -0.654
Cl (0.37, 2.87, 5.71)  0.689
C (-1.78, 2.16, 4.22)  -0.101
C (-2.82, 1.31, 3.87)  -0.016
C (-5.48, -2.56, 1.86)  -0.046
N (-4.59, -2.01, 0.86)  -0.103
C (-3.70, -2.64, 0.09)  -0.175
N (-2.97, -1.76, -0.58)  0.022
C (-3.49, -0.57, -0.17)  -0.230
N (-4.45, -0.67, 0.71)  0.133
H (-7.44, -3.31, 5.23)  0.093
H (-7.55, -2.80, 3.55)  0.086
H (-6.61, -1.85, 4.70)  0.073
H (-5.53, -4.64, 6.06)  0.093
H (-4.65, -3.13, 5.94)  0.080
H (-3.99, -4.61, 5.23)  0.091
H (-6.92, -5.49, 4.30)  0.092
H (-5.42, -5.83, 3.43)  0.087
H (-6.74, -4.98, 2.63)  0.082
H (-3.18, -4.40, 3.03)  0.091
H (-3.02, -1.84, 2.74)  0.112
H (-3.03, -2.60, 4.30)  0.117
H (-4.74, -1.02, 5.12)  0.106
H (-4.86, -0.28, 3.52)  0.111
H (-2.32, -1.14, 6.15)  0.120
H (-0.44, 0.35, 6.75)  0.108
H (-1.65, 3.11, 3.72)  0.092
H (-3.50, 1.59, 3.07)  0.118
H (-6.16, -1.76, 2.14)  0.129
H (-6.05, -3.36, 1.40)  0.138
H (-3.59, -3.71, 0.08)  0.126
H (-3.13, 0.38, -0.52)  0.091
Cl (-5.74, 1.71, -3.14)  0.723
C (-4.05, 1.40, -3.08)  -0.664
C (-3.55, 0.21, -3.59)  -0.082
C (-2.19, -0.03, -3.53)  -0.007
C (-1.34, 0.91, -2.96)  -0.166
C (-1.85, 2.10, -2.45)  -0.023
C (-3.21, 2.35, -2.50)  -0.089
C (0.12, 0.70, -2.90)  -0.624
O (0.88, 1.37, -2.22)  0.006
O (0.61, -0.24, -3.69)  -0.252
H (-4.23, -0.52, -4.01)  0.117
H (-1.79, -0.96, -3.91)  0.125
H (-1.17, 2.83, -2.01)  0.120
H (-3.62, 3.27, -2.11)  0.117
C (6.14, 5.15, 1.15)  -0.049
C (4.69, 5.01, 1.50)  -0.277
C (4.28, 5.00, 2.84)  -0.030
C (2.95, 4.89, 3.17)  -0.022
C (1.98, 4.80, 2.18)  -0.265
N (0.61, 4.79, 2.58)  0.134
C (-0.44, 4.36, 1.81)  -0.556
O (-1.47, 4.99, 1.70)  0.085
N (-0.31, 3.14, 1.15)  0.157
C (0.31, 1.95, 1.53)  -0.191
C (1.18, 1.76, 2.60)  -0.004
C (1.69, 0.49, 2.83)  -0.011
C (1.33, -0.56, 2.02)  -0.128
N (0.46, -0.38, 1.01)  -0.093
C (-0.02, 0.83, 0.78)  -0.099
C (2.36, 4.81, 0.85)  -0.014
C (3.71, 4.90, 0.52)  -0.044
H (6.61, 5.95, 1.72)  0.084
H (6.27, 5.37, 0.09)  0.074
H (6.69, 4.23, 1.37)  0.083
H (5.02, 5.09, 3.62)  0.120
H (2.64, 4.89, 4.21)  0.112
H (0.32, 5.58, 3.13)  0.161
H (-1.11, 3.02, 0.54)  0.136
H (1.43, 2.57, 3.26)  0.058
H (2.36, 0.32, 3.66)  0.122
H (1.69, -1.57, 2.16)  0.105
H (-0.72, 0.91, -0.05)  0.090
H (1.61, 4.76, 0.07)  0.114
H (4.00, 4.93, -0.52)  0.108
C (2.16, 3.00, -4.58)  -0.084
C (2.37, 1.70, -5.36)  -0.626
C (1.16, 1.41, -6.24)  -0.084
C (3.62, 1.85, -6.24)  -0.093
Sb (2.59, 0.00, -3.99)  1.926
C (2.73, -1.88, -5.11)  -0.636
C (3.56, -1.66, -6.36)  -0.103
C (3.39, -2.95, -4.23)  -0.104
C (1.31, -2.34, -5.47)  -0.096
C (4.15, 0.37, -2.40)  -0.606
C (4.77, -0.95, -1.99)  -0.111
C (5.16, 1.21, -3.16)  -0.107
C (3.56, 1.10, -1.22)  -0.091
H (2.02, 3.80, -5.32)  0.101
H (3.02, 3.26, -3.97)  0.074
H (1.28, 2.98, -3.95)  0.071
H (1.09, 2.22, -6.98)  0.103
H (0.22, 1.39, -5.69)  0.081
H (1.25, 0.48, -6.80)  0.070
H (3.47, 2.73, -6.86)  0.100
H (3.77, 1.01, -6.91)  0.065
H (4.53, 2.00, -5.67)  0.064
H (4.55, -1.24, -6.15)  0.085
H (3.06, -1.02, -7.09)  0.070
H (3.72, -2.63, -6.84)  0.101
H (4.43, -2.73, -4.03)  0.068
H (3.36, -3.89, -4.79)  0.103
H (2.87, -3.12, -3.29)  0.042
H (0.76, -1.60, -6.05)  0.074
H (0.73, -2.59, -4.59)  0.081
H (1.42, -3.24, -6.08)  0.104
H (5.36, -1.39, -2.79)  0.077
H (4.05, -1.68, -1.62)  -0.002
H (5.45, -0.73, -1.17)  0.110
H (5.53, 0.73, -4.07)  0.082
H (6.03, 1.33, -2.51)  0.109
H (4.80, 2.21, -3.40)  0.070
H (2.93, 0.45, -0.61)  0.080
H (2.99, 1.99, -1.49)  0.067
H (4.41, 1.43, -0.60)  0.106

Arrangement two

# C51H66Cl2N6O4S5SbSn

A molecular structure, C51H66Cl2N6O4S5SbSn (ωB97M-V/def2-TZVPD, the OMol25 dataset).

Calculated values
Gap between HOMO and LUMO (spin up / spin down) in eV: 5.5 / 5.8
Total charge: +1

Last column: Löwdin charge in e.
Positions of all 136 atoms, in Å:
Sn (-1.22, -0.65, -0.10)  1.281
S (6.24, 2.30, -1.85)  0.632
C (4.88, 1.79, -1.13)  -1.495
S (3.29, 2.07, -1.78)  0.898
C (2.36, 1.25, -0.55)  -1.112
C (3.11, 0.62, 0.48)  -1.164
S (2.51, -0.30, 1.70)  0.738
S (4.84, 0.89, 0.36)  0.909
S (0.68, 1.38, -0.68)  0.523
C (5.53, -4.68, -3.69)  -0.033
C (5.62, -3.28, -3.09)  -0.511
C (6.95, -3.14, -2.35)  -0.032
C (5.60, -2.27, -4.25)  -0.034
C (4.44, -2.98, -2.10)  -0.420
O (4.32, -1.56, -1.90)  -0.039
C (4.57, -3.61, -0.70)  -0.098
C (4.53, -5.14, -0.57)  -0.140
C (4.17, -5.59, 0.82)  -0.229
C (5.07, -5.43, 1.87)  -0.026
C (4.77, -5.88, 3.15)  -0.100
C (3.55, -6.49, 3.38)  -0.675
Cl (3.17, -7.08, 4.96)  0.697
C (2.63, -6.65, 2.35)  -0.105
C (2.95, -6.20, 1.08)  -0.041
C (3.09, -3.34, -2.77)  -0.027
N (1.95, -3.05, -1.91)  -0.066
C (1.44, -1.87, -1.58)  -0.113
N (0.49, -2.05, -0.67)  -0.068
C (0.45, -3.40, -0.49)  -0.187
N (1.32, -4.04, -1.23)  0.157
H (6.44, -4.87, -4.28)  0.096
H (4.69, -4.79, -4.38)  0.088
H (5.47, -5.47, -2.95)  0.072
H (7.77, -3.19, -3.07)  0.095
H (7.10, -3.93, -1.61)  0.085
H (7.05, -2.17, -1.84)  0.092
H (6.43, -2.50, -4.92)  0.094
H (5.72, -1.25, -3.91)  0.086
H (4.68, -2.33, -4.84)  0.083
H (5.11, -1.25, -1.44)  0.067
H (3.76, -3.19, -0.10)  0.116
H (5.49, -3.23, -0.24)  0.120
H (5.49, -5.57, -0.85)  0.113
H (3.79, -5.55, -1.26)  0.104
H (6.04, -4.97, 1.69)  0.122
H (5.48, -5.77, 3.96)  0.112
H (1.68, -7.13, 2.55)  0.105
H (2.24, -6.33, 0.27)  0.104
H (3.03, -4.40, -2.99)  0.127
H (2.97, -2.78, -3.68)  0.139
H (1.79, -0.94, -1.99)  0.129
H (-0.23, -3.89, 0.18)  0.128
Cl (-3.91, 0.39, -8.24)  0.699
C (-3.38, 0.24, -6.60)  -0.657
C (-3.21, 1.39, -5.83)  -0.085
C (-2.79, 1.26, -4.52)  0.000
C (-2.54, 0.00, -3.98)  -0.137
C (-2.72, -1.14, -4.76)  -0.002
C (-3.14, -1.02, -6.07)  -0.085
C (-2.08, -0.12, -2.58)  -0.615
O (-1.68, -1.27, -2.15)  -0.182
O (-2.05, 0.87, -1.81)  -0.185
H (-3.41, 2.36, -6.27)  0.110
H (-2.66, 2.14, -3.90)  0.104
H (-2.52, -2.11, -4.34)  0.121
H (-3.29, -1.89, -6.69)  0.111
C (-3.57, -4.57, 7.27)  -0.051
C (-2.08, -4.35, 7.17)  -0.278
C (-1.42, -3.53, 8.07)  -0.040
C (-0.06, -3.29, 7.96)  -0.025
C (0.67, -3.89, 6.95)  -0.261
N (2.07, -3.63, 6.87)  0.141
C (2.90, -3.55, 5.78)  -0.540
O (4.10, -3.71, 5.89)  0.066
N (2.33, -3.29, 4.53)  0.152
C (1.31, -2.40, 4.19)  -0.246
C (0.89, -1.36, 5.02)  0.007
C (-0.13, -0.53, 4.60)  -0.043
C (-0.67, -0.73, 3.34)  -0.204
N (-0.25, -1.68, 2.52)  -0.031
C (0.70, -2.51, 2.94)  -0.152
C (0.03, -4.74, 6.05)  -0.022
C (-1.33, -4.95, 6.16)  -0.033
H (-3.93, -4.39, 8.28)  0.077
H (-3.83, -5.60, 6.99)  0.079
H (-4.11, -3.91, 6.59)  0.083
H (-1.97, -3.06, 8.88)  0.114
H (0.44, -2.64, 8.67)  0.116
H (2.59, -3.70, 7.73)  0.156
H (2.97, -3.55, 3.78)  0.140
H (1.37, -1.21, 5.98)  0.124
H (-0.48, 0.27, 5.23)  0.112
H (-1.46, -0.09, 2.97)  0.059
H (1.04, -3.28, 2.26)  0.104
H (0.60, -5.24, 5.28)  0.097
H (-1.82, -5.61, 5.46)  0.115
C (-2.74, 2.63, 2.55)  -0.121
C (-2.67, 3.70, 1.47)  -0.677
C (-3.67, 3.37, 0.36)  -0.112
C (-2.98, 5.07, 2.06)  -0.092
Sb (-0.66, 3.57, 0.57)  1.671
C (-0.58, 4.91, -1.16)  -0.687
C (-1.23, 6.25, -0.85)  -0.102
C (0.86, 5.11, -1.60)  -0.112
C (-1.33, 4.19, -2.29)  -0.132
C (0.84, 4.06, 2.08)  -0.683
C (2.15, 4.47, 1.41)  -0.099
C (0.37, 5.17, 3.01)  -0.104
C (1.06, 2.77, 2.88)  -0.129
H (-3.73, 2.66, 3.01)  0.100
H (-2.01, 2.78, 3.34)  0.066
H (-2.60, 1.63, 2.14)  0.046
H (-4.66, 3.29, 0.80)  0.098
H (-3.44, 2.43, -0.15)  0.067
H (-3.72, 4.16, -0.39)  0.069
H (-4.04, 5.06, 2.36)  0.099
H (-2.85, 5.88, 1.36)  0.063
H (-2.40, 5.28, 2.95)  0.064
H (-0.77, 6.75, 0.00)  0.081
H (-2.30, 6.15, -0.66)  0.065
H (-1.11, 6.90, -1.72)  0.097
H (1.44, 5.71, -0.90)  0.067
H (0.85, 5.65, -2.56)  0.100
H (1.38, 4.17, -1.77)  0.030
H (-2.38, 4.02, -2.05)  0.063
H (-0.88, 3.23, -2.52)  0.051
H (-1.29, 4.82, -3.18)  0.100
H (2.10, 5.48, 1.00)  0.075
H (2.46, 3.79, 0.61)  0.056
H (2.94, 4.47, 2.17)  0.101
H (0.09, 6.08, 2.48)  0.080
H (1.20, 5.42, 3.69)  0.097
H (-0.46, 4.86, 3.64)  0.066
H (1.42, 1.95, 2.26)  0.002
H (0.15, 2.43, 3.37)  0.057
H (1.80, 2.96, 3.66)  0.103

Which of them is the most stable, and which is the least stable? arrangement one and arrangement two, in that order.